Entry 1:
Density functional theory data (ωB97M-V/def2-TZVPD) for a 2-piece molecular cluster, C9H10F4I2 overall.

Structure (XYZ):
```
25
Properties=species:S:1:pos:R:3:nbo_charge:R:1
I 0.52 2.91 -0.80 0.16
I -2.92 -1.22 0.91 0.15
F -1.07 -2.34 -0.87 -0.35
F -1.66 0.26 -1.52 -0.35
F -1.49 1.59 0.67 -0.38
F 0.01 -1.73 0.95 -0.34
C -0.94 -1.28 0.05 0.60
C -0.57 -0.03 -0.70 0.09
C -0.31 1.21 0.14 0.22
C 0.91 0.98 1.87 -0.30
C 0.89 -1.15 -2.79 -0.41
C 0.64 -0.17 -1.66 -0.27
C -0.42 -0.32 3.55 -0.33
C 0.59 0.27 -3.13 -0.40
C -0.08 0.87 3.01 -0.24
H -1.07 -0.43 4.49 0.21
H -0.30 0.53 -3.64 0.24
H 1.59 -0.05 -1.06 0.24
H -0.12 -1.19 3.13 0.19
H 1.50 0.86 -3.31 0.22
H 1.48 0.12 1.74 0.20
H 0.09 -1.80 -3.16 0.23
H 1.97 -1.52 -2.86 0.22
H 1.38 1.89 1.83 0.20
H -0.61 1.74 3.17 0.20
```

The value obtained for the HOMO energy is -8.856 eV. For the energy relative to the best compared isomer or geometry (same formula, charge and spin), the calculation gives 0.00 kJ/mol. The total energy is -36561.658 eV. Its net charge is 0. As for the lowest unoccupied orbital energy: 0.0520 eV.

Entry 2:
Density functional theory data (ωB97M-V/def2-TZVPD) for C9H11CrF7MgN2O11S2 as an isolated structure.

Structure (XYZ):
```
44
Properties=species:S:1:pos:R:3:nbo_charge:R:1
Cr -3.07 -5.57 31.88 1.73
S -4.89 -6.70 34.51 2.38
S -2.65 -3.50 34.34 2.38
Mg -5.81 -3.83 33.55 1.80
F -3.19 -1.57 26.00 -0.30
F -5.02 -9.11 33.54 -0.29
F -0.70 -1.77 34.30 -0.28
F -6.90 -8.33 34.29 -0.29
F -6.12 -7.63 32.39 -0.33
F -2.64 -0.94 34.79 -0.30
F -2.19 -1.47 32.73 -0.32
O -5.80 -3.10 29.25 -0.61
O -5.33 -3.94 27.22 -0.47
O -4.65 -7.15 35.82 -0.86
O -2.47 -4.85 30.34 -0.97
O -4.68 -4.58 32.00 -1.12
O -1.98 -3.96 35.48 -0.87
O -2.30 -4.23 33.08 -0.97
O -4.09 -3.37 34.43 -1.08
O -4.47 -1.99 27.81 -0.50
O -3.67 -6.51 33.68 -1.03
O -5.73 -5.51 34.38 -1.10
N -7.66 -4.36 32.58 -0.53
N -5.95 -1.87 32.74 -0.55
C -8.51 -4.82 31.99 0.48
C -1.99 -1.80 34.01 0.73
C -5.80 -8.04 33.63 0.72
C -5.64 -0.94 32.16 0.49
C -3.53 -2.52 26.89 0.45
C -9.60 -5.44 31.25 -0.73
C -5.26 -3.03 28.20 0.98
C -4.27 -3.70 26.28 -0.13
C -5.22 0.24 31.40 -0.74
H -9.20 -5.93 30.36 0.28
H -2.64 -2.86 27.44 0.15
H -10.27 -4.66 30.87 0.28
H -10.14 -6.11 31.92 0.28
H -2.85 -4.06 29.95 0.48
H -4.18 0.43 31.66 0.28
H -5.14 -4.22 31.22 0.50
H -4.68 -3.51 25.29 0.23
H -3.58 -4.55 26.24 0.21
H -5.91 1.04 31.63 0.28
H -5.19 -0.04 30.35 0.28
```

The value obtained for the HOMO energy (alpha / beta) is -13.839 / -14.187 eV. The total energy is -109572.446 eV. Its net charge is +1. Its spin multiplicity is 4. As for the lowest unoccupied orbital energy (alpha / beta): -4.6413 / -3.6011 eV.

Entry 3:
Density functional theory data (ωB97M-V/def2-TZVPD) for a 2-piece molecular cluster, C2H7O2 overall.

Structure (XYZ):
```
11
Properties=species:S:1:pos:R:3:nbo_charge:R:1
O 0.16 0.29 0.35 -0.06
O 2.17 -0.48 0.24 -0.41
C -0.08 1.00 -0.83 -0.33
C -0.74 -0.72 0.62 -0.31
H -0.07 2.12 -0.74 0.29
H -0.81 -0.81 1.85 0.27
H -1.72 -0.56 0.26 0.24
H 2.59 -0.44 1.17 0.46
H 0.70 0.84 -1.66 0.32
H -0.27 -1.64 0.25 0.30
H -1.00 0.69 -1.28 0.22
```

The value obtained for the HOMO energy (alpha / beta) is -16.561 / -17.320 eV. For the energy relative to the best compared isomer or geometry (same formula, charge and spin), the calculation gives 593.39 kJ/mol. The total energy is -6268.816 eV. Its net charge is +1. As for the lowest unoccupied orbital energy (alpha / beta): -6.5118 / -9.4378 eV.